(1)
DFT (ωB97M-V with the def2-TZVPD basis set) results for a 6-piece molecular cluster, C31H40N10O2PS overall at a distorted geometry.

XYZ file:
```
85
Properties=species:S:1:pos:R:3:forces:R:3
C -2.693522 -6.516273 2.213183 0.4873 0.6913 0.3172
C -1.418299 -7.143247 2.844884 -0.4735 -0.9172 -0.3081
S -0.626575 -5.855841 3.860263 -0.1187 0.1790 0.3093
C 0.457346 -6.658821 5.075886 0.4896 -0.4218 -0.1501
N 1.649675 -7.316661 4.484757 -0.8588 0.0928 0.7949
C 1.860191 -8.777364 4.597231 -0.6024 -0.8063 -0.7781
N 1.932474 -9.393565 3.273642 0.1518 -0.1645 0.5251
C 2.503386 -6.578801 3.815413 1.9161 0.2857 -1.1797
N 3.635312 -7.046735 3.231837 0.7830 -1.8667 -0.0479
C 4.267321 -6.074115 2.612509 -2.5839 -0.1913 1.6230
N 3.530567 -4.958146 2.800615 2.7743 2.0881 -0.1328
P 4.112361 -3.433831 2.036824 -0.6580 1.2608 -4.5499
O 3.397377 -2.171854 2.787348 0.9304 -1.2568 0.9400
O 5.763462 -3.320621 2.117037 -1.2845 -0.4718 1.8219
N 2.474229 -5.250261 3.551297 -1.4400 -0.6178 1.3535
H -3.609313 -6.757391 2.767195 0.3247 -0.1607 -0.1996
H -2.746202 -6.764760 1.148086 -0.1863 -0.0792 0.4306
H -2.582757 -5.418166 2.257464 -0.1856 -0.3827 -0.2279
H -1.698425 -8.025071 3.446972 0.2099 0.4705 0.0723
H -0.763813 -7.529744 2.048097 0.0550 0.4408 0.3717
H 0.843855 -5.884309 5.763643 -0.5284 -0.0636 -0.2714
H -0.075748 -7.399710 5.688029 0.1982 0.2023 -0.3106
H 0.955097 -9.183636 5.073407 0.3953 0.4719 0.1975
H 2.727469 -9.026745 5.222345 -0.1566 0.4070 -0.1813
H 1.221912 -10.110575 3.182619 0.1005 0.1048 -0.0673
H 2.834526 -9.832341 3.127049 -0.0962 0.1880 -0.1364
H 5.189238 -6.141572 2.048640 -0.2380 0.0291 0.1247
H 2.982468 -1.653785 2.076290 0.1201 -0.0839 0.1848
H 6.082582 -4.014751 1.514699 0.1559 0.4377 -0.0363
H 1.780645 -4.575701 3.853449 0.1763 0.0915 -0.4314
N -1.460759 -5.195891 -0.372490 0.2040 0.1056 -0.2969
C -0.194412 -5.192995 -0.796010 -0.1478 -0.0145 0.1524
C 0.192828 -4.814618 -2.070429 0.0279 -0.0198 0.0397
C -0.790358 -4.418818 -2.961711 -0.0158 -0.0049 -0.2099
C -2.111869 -4.415178 -2.547382 0.0506 -0.0154 0.0479
C -2.391480 -4.809529 -1.247959 -0.0012 -0.0591 0.2183
H 0.540428 -5.513835 -0.063289 0.0558 0.0003 -0.0461
H 1.235551 -4.829251 -2.358057 -0.0125 0.0071 0.0020
H -0.528686 -4.116304 -3.968189 0.0120 0.0035 0.0238
H -2.907194 -4.112990 -3.215011 -0.0049 -0.0062 0.0266
H -3.411135 -4.819757 -0.876412 -0.0189 0.0160 -0.0687
N 1.123178 -1.135473 -4.273731 -0.1252 0.1213 0.0058
C 1.394197 -0.135935 -5.115408 0.1037 -0.1608 0.0328
C 0.600674 0.992990 -5.252409 -0.0059 -0.1048 0.0838
C -0.542556 1.091366 -4.474883 -0.1108 0.1504 -0.1330
C -0.843737 0.063647 -3.595240 0.0886 -0.0300 -0.0310
C 0.018689 -1.019607 -3.533620 0.1387 -0.0684 0.0009
H 2.296360 -0.257810 -5.705293 -0.0168 0.0587 -0.0272
H 0.870890 1.774193 -5.950173 0.0064 -0.0215 -0.0032
H -1.190329 1.957039 -4.552481 -0.0012 -0.0122 0.0527
H -1.727329 0.102199 -2.971613 0.0116 -0.0013 -0.0017
H -0.172223 -1.846317 -2.858112 -0.0752 0.0653 0.0470
N -1.946490 3.881085 -3.425747 0.0052 0.2339 0.2402
C -2.985540 4.700999 -3.250959 0.0123 -0.1730 -0.1634
C -3.002983 5.737905 -2.331991 0.0531 -0.0822 0.0008
C -1.880067 5.934764 -1.545432 -0.1064 0.1253 0.1963
C -0.790919 5.095180 -1.706800 -0.0395 -0.0459 -0.0214
C -0.874790 4.089990 -2.657387 -0.0573 -0.1224 -0.1609
H -3.842004 4.506488 -3.887313 -0.0232 0.0587 0.0246
H -3.872673 6.373824 -2.235747 0.0033 -0.0128 -0.0313
H -1.852785 6.733793 -0.813339 0.0536 -0.0603 0.0451
H 0.103153 5.217767 -1.110027 -0.0069 -0.0015 -0.0107
H -0.045310 3.409193 -2.822980 0.0323 0.0287 0.0491
N -0.414946 8.984230 -4.569944 -0.0540 0.1929 0.1639
C -0.813623 8.643767 -3.342776 0.1018 -0.0397 -0.2178
C -1.197499 9.559119 -2.374574 0.0038 0.0024 -0.0201
C -1.163018 10.906236 -2.695879 -0.0335 0.0857 0.0757
C -0.750861 11.282148 -3.963562 -0.0107 -0.0294 0.0334
C -0.390887 10.286057 -4.858590 0.0378 -0.1823 -0.1072
H -0.820730 7.581133 -3.137451 -0.0071 0.0230 0.0288
H -1.514465 9.224843 -1.394761 0.0197 -0.0182 -0.0079
H -1.453801 11.653511 -1.967670 0.0047 -0.0116 -0.0131
H -0.709650 12.323585 -4.252824 0.0059 -0.0202 -0.0228
H -0.064979 10.532323 -5.863461 -0.0075 0.0701 0.0225
N -0.892167 7.204429 1.646162 0.0966 -0.0450 0.2046
C -1.666072 6.708685 2.613692 -0.0500 0.0440 -0.2240
C -1.235795 6.499361 3.914244 0.0393 0.0037 -0.0092
C 0.074332 6.818506 4.230596 0.0391 -0.0200 0.0992
C 0.896548 7.332453 3.241613 -0.0343 -0.0219 0.0169
C 0.366146 7.506333 1.973169 -0.1033 0.0287 -0.2114
H -2.682553 6.470791 2.318705 -0.0109 -0.0182 0.0707
H -1.909400 6.096955 4.658634 -0.0157 0.0093 -0.0289
H 0.449830 6.668967 5.235371 -0.0089 0.0102 -0.0153
H 1.925462 7.593620 3.448643 -0.0119 0.0150 -0.0310
H 0.970960 7.909230 1.167578 0.0520 0.0067 0.0508
```
Positions in Å, forces in eV/Å.

## Properties
E_HOMO (eV): -10.57
Maximum force (eV/Å): 4.77
Lowest unoccupied orbital energy (eV): -2.8395
Net charge: +1

(2)
DFT (ωB97M-V with the def2-TZVPD basis set) results for C47H40Cl5N11OS2Sc as an isolated structure.

XYZ file:
```
107
Properties=species:S:1:pos:R:3:forces:R:3
Sc -0.169296 -0.270419 1.142196 -0.6312 0.2347 -0.2083
C 1.648666 1.184218 3.825008 0.0099 -0.0043 -0.0016
N 1.634456 -0.088713 3.106570 0.0992 -0.0624 0.0051
C 1.625390 -1.257793 3.996661 0.0117 -0.0104 -0.0041
C 0.575213 -2.238180 3.596109 0.0377 -0.0282 -0.0346
N -0.197366 -2.084496 2.557839 -0.0036 -0.0301 0.0864
C -0.964116 -3.251869 2.478113 0.0136 -0.0166 0.0252
C -1.912080 -3.647568 1.538457 -0.0288 0.0133 -0.0176
C -2.506165 -4.879884 1.720271 0.0010 -0.0108 0.0006
C -2.172734 -5.706450 2.804416 0.0017 0.0005 -0.0031
C -1.223151 -5.330606 3.734278 0.0100 -0.0084 -0.0056
C -0.627068 -4.090902 3.539709 0.0002 0.0096 -0.0034
N 0.362763 -3.410456 4.240089 0.0135 -0.0052 -0.0097
C 0.281435 1.782072 3.880265 -0.0239 0.0400 0.0195
N -0.653674 1.564007 2.995666 0.0900 -0.1021 -0.0241
C -1.720670 2.384793 3.384830 -0.0137 0.0121 0.0152
C -2.980216 2.578823 2.816417 0.0158 -0.0122 -0.0030
C -3.838952 3.459071 3.442127 -0.0028 0.0061 0.0027
C -3.472041 4.145614 4.609388 -0.0001 -0.0025 -0.0016
C -2.228601 3.973288 5.181533 0.0032 0.0044 0.0130
C -1.371311 3.084813 4.543316 -0.0150 0.0019 -0.0256
N -0.080659 2.675406 4.835646 0.0081 -0.0047 -0.0071
H 2.304970 1.882323 3.307803 0.0137 0.0036 -0.0022
H 2.055480 1.082231 4.836499 -0.0086 -0.0001 0.0057
H 2.449754 -0.138746 2.507726 -0.0269 -0.0024 -0.0435
H 1.450814 -0.941970 5.028224 -0.0154 0.0071 -0.0025
H 2.594988 -1.764124 3.981093 0.0008 0.0019 0.0143
H -2.126881 -3.019268 0.684815 0.0022 -0.0092 0.0041
H -3.232796 -5.227882 0.997675 0.0001 0.0008 0.0014
H -2.659242 -6.667284 2.905481 0.0002 0.0006 0.0017
H -0.952539 -5.975118 4.559853 -0.0017 0.0005 -0.0011
H 0.878046 -3.753205 5.032210 0.0056 -0.0040 -0.0013
H -3.252673 2.078030 1.900392 -0.0053 0.0050 -0.0064
H -4.818617 3.635112 3.018066 0.0017 -0.0028 -0.0034
H -4.175661 4.829059 5.065089 0.0005 0.0005 0.0005
H -1.938430 4.506682 6.076930 0.0011 -0.0025 -0.0022
H 0.491539 2.993102 5.598705 0.0014 -0.0018 0.0017
C -2.377019 1.248707 -3.326987 0.0082 0.0115 -0.0127
N -2.988079 0.426319 -2.300193 -0.0120 0.0010 0.0026
C -4.002333 -0.490466 -2.510187 0.0231 -0.0264 -0.0155
C -4.319157 -1.015621 -1.320054 0.0256 -0.0283 0.0174
N -3.491417 -0.414614 -0.372220 -0.0076 -0.0076 -0.0066
C -2.678739 0.495591 -0.990224 -0.0059 0.0178 -0.0004
S -1.596221 1.593992 -0.311297 0.0126 0.0287 -0.0040
C -3.650723 -0.601637 1.020057 -0.0101 0.0329 0.0309
C -4.933787 -0.861237 1.493889 0.0131 0.0324 -0.0141
C -5.114175 -1.064068 2.846357 0.0016 -0.0048 0.0092
C -4.015726 -0.968762 3.685311 -0.0113 0.0072 0.0061
C -2.791262 -0.681409 3.122420 0.0227 0.0060 -0.0001
N -2.585299 -0.515512 1.809383 0.0073 -0.0743 -0.0214
H -2.430455 0.715979 -4.273991 -0.0028 -0.0052 -0.0001
H -1.340207 1.431358 -3.053064 0.0074 -0.0176 -0.0069
H -2.892161 2.205132 -3.412782 0.0061 0.0061 0.0121
H -4.369031 -0.718490 -3.494747 0.0000 0.0003 0.0051
H -4.990885 -1.813902 -1.066252 -0.0063 0.0052 -0.0069
H -5.771376 -0.873617 0.812829 -0.0052 -0.0017 0.0064
H -6.100277 -1.271739 3.239355 -0.0006 0.0010 -0.0016
H -4.102977 -1.101770 4.753880 -0.0012 0.0007 -0.0021
H -1.915341 -0.579371 3.747896 -0.0009 -0.0178 -0.0057
Cl 2.551897 -2.040811 0.622651 0.1138 -0.0385 0.0050
C 1.589695 -3.075041 -0.427879 -0.0931 0.0159 -0.0467
C 2.171893 -4.242195 -0.871753 0.0037 -0.0337 0.0278
C 1.450301 -5.110972 -1.678983 0.0181 0.0124 -0.0112
C 0.151002 -4.767541 -2.023657 -0.0251 -0.0127 0.0126
C -0.400518 -3.584926 -1.573249 -0.0101 0.0278 0.0134
Cl -2.047480 -3.221603 -2.034557 -0.0192 0.0191 -0.0318
C 0.263474 -2.634826 -0.737983 0.0301 -0.0717 0.0652
N -0.272485 -1.508892 -0.280430 0.2878 0.1153 0.1531
H 3.186997 -4.475373 -0.578212 -0.0023 0.0045 0.0026
H 1.891626 -6.031689 -2.032097 -0.0018 0.0021 -0.0003
H -0.446635 -5.420814 -2.646157 0.0026 0.0044 -0.0009
Cl 4.510954 7.531547 -2.318138 0.0003 0.0005 0.0070
C 4.042848 5.926633 -2.770717 0.0158 -0.0092 -0.0118
C 4.940870 5.113481 -3.446319 0.0095 0.0162 -0.0015
C 4.548645 3.837083 -3.804942 -0.0445 -0.0095 0.0422
C 3.279754 3.349083 -3.497386 0.0286 -0.0448 -0.0654
C 2.925174 1.930989 -3.878048 -0.0181 0.0459 0.1184
C 3.470751 0.931149 -2.843226 -0.0022 0.0848 0.0387
N 2.912257 1.147300 -1.518733 -0.0174 0.0902 -0.0118
C 3.451273 1.913771 -0.516020 -0.0217 0.0257 -0.0254
C 2.567000 1.849487 0.513821 -0.0304 0.0726 -0.0017
N 1.496462 1.056162 0.163659 0.0258 -0.0700 -0.0378
C 1.736329 0.671435 -1.077752 0.1356 -0.1282 0.0435
O 3.506526 1.614094 -5.126085 0.0742 -0.0449 0.0147
C 2.635611 0.913808 -6.017989 -0.0339 0.0124 -0.0392
C 2.000950 -0.280759 -5.375609 -0.0070 -0.0152 -0.0396
C 2.633078 -1.461494 -5.118801 -0.0661 -0.0139 -0.0071
Cl 4.230762 -1.871840 -5.584792 0.0136 -0.0155 -0.0003
S 1.697840 -2.529764 -4.156723 0.0100 -0.0042 -0.0036
C 0.407850 -1.405184 -4.100557 0.0005 -0.0034 0.0030
C 0.701314 -0.270905 -4.790995 -0.0298 -0.0304 0.0160
C 2.407199 4.193606 -2.822266 0.0083 0.0223 -0.0488
Cl 0.798504 3.669507 -2.404011 0.0040 -0.0137 0.0613
C 2.772670 5.481194 -2.457316 -0.0322 -0.0150 0.0143
H 5.926325 5.483688 -3.691078 -0.0026 0.0004 -0.0060
H 5.227822 3.197307 -4.353533 0.0081 0.0098 0.0013
H 1.837929 1.833210 -3.916301 0.0351 0.0288 0.0008
H 4.552936 1.045580 -2.785028 0.0122 -0.0378 0.0075
H 3.248847 -0.090682 -3.143844 -0.0233 0.0449 -0.0340
H 4.381425 2.441269 -0.638212 0.0004 -0.0051 0.0130
H 2.621637 2.375125 1.449383 -0.0066 -0.0044 0.0123
H 1.100239 0.015131 -1.653392 0.0193 -0.0089 0.0082
H 3.261329 0.633747 -6.862659 -0.0078 -0.0140 -0.0069
H 1.854437 1.595435 -6.370445 0.0047 0.0018 -0.0199
H -0.494396 -1.652206 -3.561590 0.0010 0.0021 0.0004
H 0.022374 0.565434 -4.889147 -0.0012 -0.0040 -0.0102
H 2.072823 6.122706 -1.941744 0.0045 -0.0003 0.0025
```
Positions in Å, forces in eV/Å.

## Properties
Relative energy (zero: lowest compared OMol25 entry of this formula, charge and spin) (eV): 0.536
E_HOMO (eV): -8.47
Maximum force (eV/Å): 0.70
Lowest unoccupied orbital energy (eV): -2.0238
Net charge: +1